Formula: C2H9NP2
Source: OMol25
Level of theory: ωB97M-V/def2-TZVPD

Each line ends with the natural charge from an NBO analysis.
CARTESIAN COORDINATES (ANGSTROEM)
C (-0.6360, 1.5818, -0.3917)  -0.50
C (1.8840, -0.5746, 0.4670)  -0.89
N (-0.7375, -0.9557, 0.2668)  -1.17
P (-2.3574, -0.7825, 0.0071)  0.59
P (0.5545, -1.6655, -0.3199)  0.96
H (-1.4285, 2.2891, -0.1492)  0.18
H (0.3656, 1.7573, -0.0297)  0.16
H (-0.5896, 1.2527, -1.4466)  0.17
H (1.2687, 0.2408, 0.6485)  0.24
H (2.7446, -0.4214, -0.2068)  0.23
H (2.3320, -1.0849, 1.2615)  0.23
H (-2.6707, -0.7741, 1.3942)  -0.05
H (-2.8204, -2.0575, -0.1543)  -0.07
H (0.7468, -1.5490, -1.6756)  -0.08

Output
Energy relative to the best compared isomer or geometry (same formula, charge and spin)   3.212 eV
Kohn-Sham gap (alpha / beta)   7.3 / 7.9 eV
LUMO level (alpha / beta)   -0.8741 / 0.1630 eV

=====

Formula: C55H67BClFN5O7
Source: OMol25
Level of theory: ωB97M-V/def2-TZVPD

Each line ends with the Mulliken charge.
CARTESIAN COORDINATES (ANGSTROEM)
C (-6.2617, -1.4441, -5.1980)  -1.32
C (-5.4106, -2.2181, -4.1846)  0.22
O (-5.3418, -1.5398, -2.9501)  0.00
C (-4.6548, -0.3113, -3.0388)  -1.49
C (-4.1840, 0.0303, -1.6324)  0.14
C (-2.8730, 0.7939, -1.6393)  -1.15
C (-2.2905, 0.9826, -0.2500)  -0.54
C (-1.9289, -0.3586, 0.4063)  -0.77
N (-0.5102, -0.7002, 0.3779)  -0.41
C (0.0835, -1.4503, -0.5090)  1.18
C (-0.4897, -2.1448, -1.6883)  -1.08
C (-1.5010, -3.2134, -1.3968)  0.52
O (-2.3333, -3.5351, -2.2152)  -0.42
F (-1.4231, -3.8004, -0.2006)  -0.24
N (1.3844, -1.5614, -0.2772)  -0.46
C (1.5806, -0.8448, 0.8058)  -0.53
N (2.7990, -0.6850, 1.3596)  0.60
C (3.1172, 0.0563, 2.5591)  -1.21
C (3.1126, 1.5530, 2.3360)  1.11
O (3.3343, 2.0921, 1.2943)  -0.45
Cl (2.7085, 2.4823, 3.7864)  -0.23
N (3.8656, -1.3160, 0.6944)  0.26
C (4.8960, -0.3727, 0.2940)  0.39
C (4.5899, 0.3469, -0.9809)  -1.10
O (5.9085, -0.1931, 0.9102)  -0.52
C (4.3214, -2.4869, 1.4513)  0.65
C (3.7858, -3.8068, 0.9623)  -1.38
O (5.0753, -2.4277, 2.3789)  -0.42
N (0.4491, -0.2923, 1.2777)  1.30
B (0.0525, 0.6084, 2.4215)  -0.06
O (-0.5017, 1.8134, 2.1407)  -0.62
O (0.2443, 0.2869, 3.6998)  -0.32
C (-0.0167, -1.0931, 4.0883)  0.00
C (0.6937, -1.3461, 5.4106)  -1.31
H (-6.6945, -2.0884, -5.9485)  0.34
H (-7.0205, -0.9446, -4.6136)  0.31
H (-5.6689, -0.6816, -5.6894)  0.35
H (-5.8956, -3.1709, -4.0375)  -0.13
H (-4.4176, -2.4278, -4.5833)  0.28
H (-5.2998, 0.4887, -3.3899)  0.26
H (-3.8084, -0.4525, -3.7109)  0.63
H (-4.9614, 0.5778, -1.1176)  0.09
H (-4.0979, -0.9315, -1.1301)  0.46
H (-2.1416, 0.3484, -2.3056)  0.42
H (-3.0642, 1.7817, -2.0434)  0.41
H (-1.3741, 1.5555, -0.3429)  0.40
H (-2.9238, 1.5748, 0.3910)  0.44
H (-2.4490, -1.1109, -0.1647)  0.34
H (-2.3335, -0.4454, 1.4037)  0.39
H (-0.9172, -1.4357, -2.3791)  0.29
H (0.3404, -2.6175, -2.1910)  0.41
H (4.1058, -0.2005, 2.9195)  0.75
H (2.4484, -0.2201, 3.3606)  0.00
H (5.2320, 1.2010, -1.1018)  0.37
H (4.5964, -0.3337, -1.8205)  0.35
H (3.5713, 0.7194, -0.9033)  0.18
H (3.5275, -3.7903, -0.0847)  0.35
H (4.5931, -4.5083, 1.1121)  0.47
H (2.9744, -4.1461, 1.5913)  0.27
H (0.0212, 2.2286, 1.4443)  0.35
H (-1.0755, -1.1598, 4.2893)  0.52
H (0.2874, -1.8060, 3.3322)  0.18
H (0.8470, -0.3809, 5.8738)  0.31
H (0.0939, -1.9387, 6.0833)  0.38
H (1.6683, -1.7906, 5.2565)  0.28
C (10.7928, -3.5890, 2.0350)  -0.42
C (9.5866, -4.0383, 2.5533)  -0.45
C (8.4209, -3.3213, 2.3208)  -0.39
C (8.4597, -2.1585, 1.5629)  0.02
C (9.6667, -1.7118, 1.0424)  -0.51
C (10.8333, -2.4244, 1.2812)  -0.41
H (11.7020, -4.1462, 2.2188)  0.37
H (9.5554, -4.9474, 3.1398)  0.36
H (7.4806, -3.6675, 2.7311)  0.40
H (7.5504, -1.6014, 1.3783)  0.32
H (9.6979, -0.8058, 0.4507)  0.38
H (11.7746, -2.0728, 0.8795)  0.36
C (-6.6989, -6.9464, -4.4383)  -0.39
C (-5.4126, -6.4482, -4.2762)  -0.64
C (-5.1573, -5.4942, -3.3002)  0.02
C (-6.1828, -5.0415, -2.4862)  -0.68
C (-7.4672, -5.5375, -2.6496)  -0.24
C (-7.7280, -6.4890, -3.6257)  -0.59
H (-6.9001, -7.6890, -5.1992)  0.39
H (-4.6103, -6.8043, -4.9096)  0.41
H (-4.1591, -5.0959, -3.1752)  0.49
H (-5.9809, -4.2966, -1.7262)  0.40
H (-8.2682, -5.1817, -2.0141)  0.46
H (-8.7317, -6.8721, -3.7551)  0.41
C (5.2840, 5.0710, 4.4121)  0.28
C (5.6565, 5.7501, 5.5636)  -0.61
C (6.6631, 6.7033, 5.5118)  -0.30
C (7.2913, 6.9831, 4.3057)  -0.26
C (6.9165, 6.3063, 3.1539)  -0.55
C (5.9152, 5.3473, 3.2077)  -0.25
H (4.5012, 4.3248, 4.4504)  -0.02
H (5.1625, 5.5363, 6.5026)  0.36
H (6.9576, 7.2294, 6.4106)  0.36
H (8.0736, 7.7302, 4.2640)  0.33
H (7.4056, 6.5263, 2.2140)  0.36
H (5.6259, 4.8158, 2.3094)  0.40
C (8.5174, 11.7779, 8.2886)  -0.36
C (8.9524, 10.5059, 7.9454)  -0.52
C (8.6348, 9.9755, 6.7032)  -0.15
C (7.8888, 10.7211, 5.8002)  -0.27
C (7.4569, 11.9942, 6.1426)  -0.46
C (7.7679, 12.5213, 7.3880)  -0.38
H (8.7629, 12.1905, 9.2583)  0.36
H (9.5392, 9.9273, 8.6469)  0.36
H (8.9697, 8.9801, 6.4383)  0.40
H (7.6441, 10.3095, 4.8291)  0.30
H (6.8770, 12.5763, 5.4383)  0.36
H (7.4270, 13.5125, 7.6565)  0.36
C (-8.4902, -2.0622, -1.0136)  -0.42
C (-7.6026, -1.0077, -0.8516)  0.25
C (-7.5797, -0.2975, 0.3408)  -0.59
C (-8.4384, -0.6475, 1.3741)  -0.44
C (-9.3229, -1.7044, 1.2124)  -0.44
C (-9.3514, -2.4098, 0.0171)  -0.50
H (-8.5084, -2.6126, -1.9457)  0.54
H (-6.9303, -0.7411, -1.6585)  0.14
H (-6.8931, 0.5313, 0.4657)  0.32
H (-8.4192, -0.0957, 2.3050)  0.38
H (-9.9915, -1.9777, 2.0179)  0.37
H (-10.0449, -3.2309, -0.1102)  0.38
C (-7.3792, -3.4122, -8.9493)  -0.31
C (-6.5497, -2.4181, -9.4503)  -0.40
C (-6.9176, -1.7152, -10.5886)  -0.34
C (-8.1191, -2.0005, -11.2212)  -0.40
C (-8.9497, -2.9918, -10.7186)  -0.34
C (-8.5784, -3.7004, -9.5849)  -0.48
H (-7.0910, -3.9636, -8.0630)  0.47
H (-5.6147, -2.1915, -8.9533)  0.36
H (-6.2681, -0.9446, -10.9830)  0.36
H (-8.4082, -1.4498, -12.1066)  0.36
H (-9.8872, -3.2129, -11.2115)  0.36
H (-9.2242, -4.4769, -9.1963)  0.35

Output
Energy relative to the best compared isomer or geometry (same formula, charge and spin)   0.722 eV
Net charge   +1
Kohn-Sham gap   7.1 eV
LUMO level   -3.3167 eV

=====

Formula: C6H5N
Source: OMol25
Level of theory: ωB97M-V/def2-TZVPD

Each line ends with the natural charge from an NBO analysis.
CARTESIAN COORDINATES (ANGSTROEM)
C (0.8099, -1.4037, 1.9894)  -0.20
C (0.5491, -0.4236, 1.3422)  -0.05
C (0.4000, 0.8676, 0.7166)  -0.14
N (-0.9030, 1.4143, 0.3519)  -0.53
C (-0.0046, 1.0023, -0.7252)  -0.14
C (-0.3066, -0.1766, -1.5160)  -0.05
C (-0.5760, -1.1221, -2.2129)  -0.20
H (0.9889, -2.3095, 2.5200)  0.24
H (1.0896, 1.5722, 1.1799)  0.23
H (-1.6332, 0.7181, 0.4811)  0.37
H (0.3880, 1.8342, -1.3072)  0.23
H (-0.8022, -1.9732, -2.8197)  0.24

Output
Energy relative to the best compared isomer or geometry (same formula, charge and spin)   3.676 eV
Kohn-Sham gap   10.4 eV
LUMO level   1.0601 eV
SMILES   C#C[C@@H]1N[C@@H]1C#C